Molecular formula: C20H22N7STi
Method: DFT, ωB97M-V/def2-TZVPD

Geometry as XYZ:
```
51
Properties=species:S:1:pos:R:3:forces:R:3
Ti 0.23023 -0.36310 0.50439 0.7 0.1 0.2
N 3.29969 -0.13595 3.72327 0.0 0.0 0.1
C 2.22652 -0.27653 2.96682 -0.2 0.0 0.0
S 2.43869 -0.22154 1.21819 -0.6 0.0 -0.2
N 1.04372 -0.44636 3.49242 0.3 0.0 0.1
N 0.06448 -0.58357 2.57040 -0.3 -0.1 0.3
C -1.09981 -0.91652 3.03682 0.2 0.1 0.0
C -2.18436 -1.04897 2.08811 -0.2 -0.1 0.0
C -3.47935 -1.41446 2.41070 0.2 0.1 -0.1
C -4.41577 -1.48628 1.38074 0.0 0.0 0.0
C -4.02528 -1.19473 0.08239 0.1 0.0 0.0
C -2.70527 -0.84568 -0.16446 -0.1 0.0 -0.1
N -1.80132 -0.77765 0.81741 -0.2 -0.1 0.2
H 4.22057 -0.02493 3.33135 0.0 0.0 0.0
H 3.20768 -0.18900 4.72884 0.0 0.0 0.0
H -1.22267 -1.07985 4.10253 0.0 0.0 0.0
H -3.75045 -1.63267 3.43445 0.0 0.0 0.0
H -5.43958 -1.76259 1.59585 0.0 0.0 0.0
H -4.72838 -1.23461 -0.73740 0.0 0.0 0.0
H -2.36729 -0.61319 -1.16911 0.0 0.0 0.0
N -0.01451 1.46706 -0.08065 0.0 0.0 -0.3
C 0.02193 2.61851 -0.35947 0.1 -0.1 0.0
N 0.05899 3.83758 -0.65195 0.0 -0.1 -0.1
C 0.43347 4.89114 0.35579 0.0 0.0 0.1
C 1.60841 5.69151 -0.17527 0.0 0.0 0.1
C 1.31555 6.25016 -1.56320 0.0 0.1 0.0
C 0.96782 5.13146 -2.53811 0.0 0.0 -0.1
C -0.22274 4.32736 -2.04961 -0.1 0.0 0.0
H 0.64393 4.38631 1.29765 0.0 0.0 0.0
H -0.46382 5.50313 0.46941 0.0 0.0 0.0
H 2.49970 5.05877 -0.19619 0.0 0.0 0.0
H 1.80545 6.49514 0.53549 0.0 0.0 0.0
H 2.17954 6.80325 -1.92811 0.0 0.0 0.0
H 0.48951 6.96511 -1.50915 0.0 0.0 0.0
H 1.82310 4.46598 -2.68223 0.0 0.0 0.0
H 0.71007 5.53312 -3.51904 0.0 0.0 0.0
H -0.43955 3.45666 -2.66642 0.0 0.0 0.0
H -1.12356 4.93821 -1.96096 0.0 0.0 0.0
N 0.47803 -2.06667 -0.48871 -0.1 -0.2 -0.2
C 0.51807 -3.18719 -0.81200 0.0 0.3 0.0
C 0.56630 -4.51249 -1.21802 0.0 -0.1 -0.2
C 0.09132 -4.84125 -2.50819 0.0 -0.1 0.1
C 0.17085 -6.15355 -2.92090 0.0 0.1 0.0
C 0.71094 -7.11740 -2.07137 0.0 0.0 0.0
C 1.18181 -6.78798 -0.80054 0.0 0.0 0.0
C 1.12122 -5.48489 -0.36122 0.0 0.0 0.0
H -0.31939 -4.07863 -3.15509 0.0 0.0 0.0
H -0.18154 -6.43308 -3.90366 0.0 0.0 0.0
H 0.76733 -8.14479 -2.40676 0.0 0.0 0.0
H 1.59970 -7.55395 -0.16300 0.0 0.0 0.0
H 1.49000 -5.21042 0.61776 0.0 0.0 0.0
```
Positions in Å, forces in eV/Å.

Computed properties:
* calculated total energy: -2405.3839 a.u.
* LUMO level: -11.1 eV
* charge: +3
* energy above the lowest of the compared OMol25 structures with the same formula, charge and spin: 1.6 kcal/mol
* gap between HOMO and LUMO: 6.38 eV